The following is a quantum chemistry calculation of a structure of composition C28H44N8OPS3Sn, from the Open Molecules 2025 dataset.

Structure (ORCA input):
```
! RIJCOSX wB97M-V def2-TZVPD def2/J DEFGRID3
* xyz 1 1
Sn -16.31 -10.33 2.22
S -18.33 -9.71 1.02
C -17.80 -8.00 0.60
C -18.46 -7.35 -0.43
C -18.25 -5.99 -0.76
C -18.98 -5.52 -1.85
N -19.63 -5.27 -2.79
C -17.38 -5.28 0.04
C -16.74 -5.90 1.16
C -16.85 -7.30 1.35
S -15.73 -7.99 2.62
C -17.03 -3.94 -0.21
N -16.73 -2.82 -0.19
H -19.31 -7.92 -0.99
H -16.13 -5.27 1.77
S -14.49 -11.14 0.69
C -13.17 -10.85 1.81
N -12.22 -10.05 1.45
C -11.21 -9.53 2.42
C -11.82 -9.60 3.81
C -12.30 -10.98 4.11
N -13.27 -11.39 3.01
H -12.35 -9.60 0.55
H -11.01 -8.53 2.03
H -10.31 -10.11 2.37
H -12.52 -8.83 4.06
H -11.12 -9.34 4.65
H -12.89 -10.90 5.04
H -11.46 -11.66 4.18
H -14.20 -11.78 3.18
N -15.99 -11.29 3.99
P -16.90 -11.01 5.25
N -17.06 -12.49 5.98
C -17.83 -12.77 7.10
C -18.96 -13.77 6.63
C -18.38 -14.78 5.63
C -16.96 -14.94 6.08
C -16.16 -13.67 5.81
N -18.44 -10.45 5.28
C -18.66 -9.01 5.02
C -19.91 -8.54 5.80
C -21.08 -9.33 5.24
C -20.86 -10.84 5.39
C -19.56 -11.20 4.65
N -16.17 -9.91 6.22
C -15.07 -9.07 5.75
C -14.25 -8.59 6.95
C -14.18 -9.64 8.05
C -15.56 -9.84 8.62
C -16.66 -9.65 7.54
H -18.42 -11.88 7.38
H -17.22 -13.05 7.95
H -19.79 -13.19 6.24
H -19.27 -14.40 7.43
H -18.43 -14.36 4.62
H -18.96 -15.71 5.77
H -16.43 -15.78 5.57
H -16.96 -15.08 7.15
H -15.64 -13.60 4.79
H -15.49 -13.49 6.61
H -18.77 -8.83 3.98
H -17.74 -8.49 5.30
H -20.12 -7.46 5.69
H -19.80 -8.73 6.84
H -21.16 -9.00 4.19
H -22.04 -8.98 5.65
H -21.77 -11.24 5.00
H -20.87 -11.20 6.41
H -19.70 -10.90 3.59
H -19.29 -12.30 4.70
H -15.47 -8.24 5.23
H -14.49 -9.77 5.09
H -14.74 -7.70 7.29
H -13.18 -8.39 6.64
H -13.43 -9.32 8.76
H -13.83 -10.53 7.58
H -15.73 -9.11 9.45
H -15.66 -10.87 8.99
H -17.01 -8.62 7.53
H -17.56 -10.26 7.85
C -16.68 -13.69 1.71
O -17.38 -12.46 1.37
H -15.90 -13.46 2.40
H -16.27 -14.08 0.77
H -17.35 -14.34 2.20
H -17.83 -12.50 0.52
*
```

And the Löwdin charges, in e, turn out to be: 0.6063 0.6389 -0.5959 -0.0456 -0.1975 -0.1681 0.1964 -0.1805 -0.0250 -0.5914 0.6114 -0.1656 0.1951 0.1594 0.1119 0.7114 -0.7730 0.0560 -0.0989 -0.1786 -0.1144 0.0504 0.1467 0.1356 0.1231 0.0972 0.1485 0.1135 0.1303 0.0522 -0.3216 0.5545 -0.2264 -0.2378 -0.1453 -0.1884 -0.1954 -0.1682 -0.1827 -0.1991 -0.1581 -0.2034 -0.1636 -0.1649 -0.2324 -0.2317 -0.1724 -0.2017 -0.1528 -0.2045 0.1004 0.1215 0.0795 0.1001 0.0973 0.1259 0.1315 0.1074 0.1127 0.1018 0.0760 0.1019 0.1212 0.1007 0.1184 0.1199 0.1045 0.1039 0.1071 0.0989 0.0372 0.0801 0.1137 0.1251 0.1113 0.0980 0.1285 0.1063 0.1170 0.1151 -0.1013 -0.3021 0.0281 0.1039 0.0752 0.0799

The following is a quantum chemistry calculation of a structure of composition C4H6S, from the Open Molecules 2025 dataset.

Output
ΔE to the lowest compared entry with this formula, charge and spin in kJ/mol: 203.1

Structure (ORCA input):
```
! RIJCOSX wB97M-V def2-TZVPD def2/J DEFGRID3
* xyz 0 1
C 0.61 -0.98 1.03
C 0.87 0.31 0.80
C -0.43 -1.11 -0.12
C 0.01 0.36 -0.34
S -1.40 1.83 -0.58
H 0.98 -1.83 1.57
H 1.32 1.06 1.29
H -0.19 -1.83 -0.93
H -1.53 -1.08 0.17
H 0.46 0.69 -1.31
H -0.71 2.58 -1.59
*
```

And the Löwdin charges, in e, turn out to be: -0.0407 -0.1096 -0.1510 -0.5561 0.5307 0.0898 0.0706 0.1083 0.1201 0.0758 -0.1379

The following is a quantum chemistry calculation of the molecule C5H5IO2, from the Open Molecules 2025 dataset.

Output
ΔE to the lowest compared entry with this formula, charge and spin in kJ/mol: 163.3

Structure (ORCA input):
```
! RIJCOSX wB97M-V def2-TZVPD def2/J DEFGRID3
* xyz 0 1
C 0.78 -0.01 1.60
C 0.89 -0.42 0.35
C -0.49 0.02 2.22
C -0.34 -0.72 -0.56
C -1.54 -0.66 0.30
O -1.08 0.41 3.16
O -0.50 0.27 -1.56
I -2.56 -2.43 0.66
H 1.66 0.29 2.33
H 1.90 -0.14 -0.01
H -0.15 -1.71 -1.22
H -2.08 0.20 0.15
H -1.07 1.00 -1.11
*
```

And the Löwdin charges, in e, turn out to be: -0.0958 0.0059 -0.2123 -0.5182 -0.6784 0.1380 -0.0674 0.8123 0.1654 0.1310 0.1753 0.0056 0.1387

The following is a quantum chemistry calculation of a cluster of 2 separate species, C3H2O2 in total, from the Open Molecules 2025 dataset.

Output
ΔE to the lowest compared entry with this formula, charge and spin in kJ/mol: 279.9

Structure (ORCA input):
```
! RIJCOSX wB97M-V def2-TZVPD def2/J DEFGRID3
* xyz 0 1
C 0.29 0.58 -1.15
C 2.75 0.31 -3.04
C -1.20 0.45 -1.02
O 3.00 -0.79 -3.09
O -0.19 -0.19 -0.21
H -1.73 1.26 -0.43
H -1.96 -0.23 -1.42
*
```

And the Löwdin charges, in e, turn out to be: 0.0429 -0.0399 -0.1784 0.0156 -0.0350 0.1005 0.0943

The following is a quantum chemistry calculation of the molecule C5H13NO2, from the Open Molecules 2025 dataset.

Output
SMILES: C[C@@H](O)[C@H](C)N(C)O
ΔE to the lowest compared entry with this formula, charge and spin in kJ/mol: 375.9

Structure (ORCA input):
```
! RIJCOSX wB97M-V def2-TZVPD def2/J DEFGRID3
* xyz 0 1
C 1.62 -1.87 0.27
C 0.71 -0.57 0.84
O 1.53 0.53 1.03
C -0.20 -0.43 -0.33
C 0.34 0.29 -1.55
N -1.39 0.41 0.44
C -1.40 1.85 0.51
O -2.66 -0.08 0.03
H 1.87 -1.93 -0.79
H 1.08 -2.77 0.55
H 2.57 -1.84 0.79
H 0.18 -0.91 1.74
H 2.04 0.39 1.83
H -0.71 -1.37 -0.56
H 0.91 1.16 -1.25
H 1.00 -0.37 -2.11
H -0.48 0.59 -2.20
H -1.67 2.32 -0.44
H -2.12 2.17 1.27
H -0.40 2.17 0.79
H -2.84 0.25 -0.87
*
```

And the Löwdin charges, in e, turn out to be: -0.0220 -0.3784 -0.0246 -0.2639 -0.0413 -0.2211 -0.0993 -0.0739 0.0562 0.0633 0.0574 0.1432 0.1044 0.1412 0.0800 0.0734 0.0789 0.0786 0.0862 0.0786 0.0830

The following is a quantum chemistry calculation of a structure of composition C53H50Cl3Ge2N3O2S5Ti, from the Open Molecules 2025 dataset.

Structure (ORCA input):
```
! RIJCOSX wB97M-V def2-TZVPD def2/J DEFGRID3
* xyz -2 1
Ti -2.04 0.38 -2.36
C 1.91 5.65 1.34
C 2.31 4.40 0.60
C 2.89 3.33 1.26
C 3.26 2.18 0.58
C 3.81 0.99 1.32
C 3.05 2.10 -0.81
C 2.44 3.16 -1.48
C 2.09 3.07 -2.94
C 2.08 4.30 -0.77
C 3.55 0.90 -1.54
C 4.86 0.96 -2.00
C 5.43 -0.12 -2.66
C 4.68 -1.27 -2.85
C 3.35 -1.34 -2.42
C 2.77 -0.24 -1.76
Ge 0.76 -0.13 -1.51
S 0.04 0.00 -3.55
S 0.20 1.46 0.03
Ge -1.51 0.05 0.59
S -3.47 0.13 -0.32
S -0.31 -1.73 -0.25
C -1.77 0.05 2.61
C -1.45 -1.10 3.34
C -1.78 -1.21 4.69
C -2.41 -0.18 5.35
C -2.71 0.97 4.65
C -2.41 1.11 3.29
C -2.80 2.43 2.72
C -1.87 3.47 2.65
C -0.43 3.29 3.05
C -2.30 4.74 2.25
C -3.63 5.00 1.98
C -4.10 6.38 1.59
C -4.55 3.96 2.11
C -4.16 2.69 2.48
C -5.20 1.61 2.67
C -0.72 -2.27 2.76
C -1.40 -3.36 2.23
C -2.89 -3.32 2.01
C -0.68 -4.49 1.86
C 0.69 -4.55 1.99
C 1.46 -5.79 1.61
C 1.37 -3.43 2.47
C 0.68 -2.29 2.86
C 1.42 -1.07 3.35
C 2.64 -2.63 -2.61
C 2.51 -3.51 -1.53
C 3.11 -3.20 -0.18
C 1.86 -4.73 -1.72
C 1.37 -5.11 -2.96
C 0.66 -6.42 -3.15
C 1.56 -4.24 -4.03
C 2.20 -3.02 -3.89
C 2.43 -2.14 -5.09
H 2.04 5.52 2.42
H 0.87 5.90 1.14
H 2.52 6.50 1.03
H 3.03 3.38 2.34
H 3.97 1.23 2.37
H 4.76 0.66 0.88
H 3.11 0.15 1.25
H 2.69 2.32 -3.46
H 2.21 4.03 -3.44
H 1.04 2.77 -3.05
H 1.59 5.12 -1.29
H 5.43 1.87 -1.84
H 6.45 -0.07 -3.01
H 5.12 -2.13 -3.33
H -1.53 -2.13 5.21
H -2.66 -0.26 6.40
H -3.19 1.81 5.15
H -0.29 2.39 3.64
H -0.10 4.15 3.63
H 0.21 3.22 2.17
H -1.57 5.54 2.17
H -3.26 7.04 1.41
H -4.73 6.80 2.38
H -4.70 6.32 0.68
H -5.60 4.16 1.91
H -6.16 1.95 2.27
H -5.32 1.37 3.72
H -4.91 0.71 2.14
H -3.36 -2.51 2.56
H -3.36 -4.26 2.30
H -3.09 -3.15 0.95
H -1.22 -5.34 1.44
H 0.78 -6.61 1.38
H 2.11 -6.11 2.43
H 2.08 -5.61 0.74
H 2.45 -3.45 2.54
H 2.50 -1.26 3.38
H 1.08 -0.79 4.35
H 1.23 -0.23 2.68
H 3.71 -2.30 -0.20
H 3.74 -4.03 0.14
H 2.32 -3.07 0.56
H 1.74 -5.39 -0.87
H 0.87 -7.10 -2.33
H 0.96 -6.89 -4.09
H -0.41 -6.26 -3.19
H 1.19 -4.54 -5.01
H 1.87 -2.51 -5.95
H 3.49 -2.10 -5.35
H 2.10 -1.12 -4.88
Cl -2.17 4.97 -2.19
C -3.22 3.76 -2.97
Cl -3.93 4.51 -4.40
Cl -4.53 3.31 -1.85
C -2.35 2.49 -3.35
O -1.47 2.67 -4.28
O -1.78 2.05 -2.07
S -4.19 1.04 -5.01
C -3.18 1.28 -3.79
N -4.14 -5.23 -4.97
C -3.57 -4.51 -4.27
N -2.85 -3.81 -3.44
C -2.74 -2.60 -3.11
N -2.56 -1.51 -2.71
*
```

Atom charges from the Löwdin analysis, given in e for atoms 1 to 99: 0.3133 -0.0574 -0.2875 -0.0452 -0.2566 -0.0309 -0.2111 -0.2376 -0.0197 -0.0180 -0.2269 -0.0403 -0.0755 -0.0416 -0.2204 -0.1832 0.1150 0.3691 0.3996 0.0780 0.2426 0.3473 -0.1756 -0.2314 -0.0426 -0.0754 -0.0481 -0.2095 -0.1331 -0.1895 -0.0345 -0.0071 -0.2724 -0.0555 -0.0192 -0.2130 -0.0423 -0.2105 -0.2595 -0.0249 -0.0213 -0.2711 -0.0498 -0.0595 -0.2340 -0.0228 -0.1425 -0.2030 -0.0307 -0.0089 -0.2590 -0.0493 -0.0045 -0.2101 -0.0515 0.0658 0.0708 0.0740 0.1111 0.0755 0.0801 0.0673 0.0764 0.0830 0.0628 0.1237 0.1189 0.0951 0.1171 0.1196 0.0961 0.1212 0.0762 0.0788 0.0299 0.1082 0.0695 0.0735 0.0771 0.1158 0.0753 0.0751 0.0450 0.0751 0.0778 0.0827 0.1196 0.0783 0.0793 0.0343 0.1152 0.0750 0.0821 0.0689 0.0764 0.0876 0.0327 0.0806 0.0689

The following is a quantum chemistry calculation of a structure of composition C44H43FN8O5Tl, from the Open Molecules 2025 dataset.

Output
ΔE to the lowest compared entry with this formula, charge and spin in kJ/mol: 0.0

Structure (ORCA input):
```
! RIJCOSX wB97M-V def2-TZVPD def2/J DEFGRID3
* xyz 1 1
Tl 0.92 -0.56 2.28
O 4.87 0.99 2.94
C 3.89 0.32 2.64
N 2.68 0.77 2.29
C 2.52 2.20 2.21
C 1.28 2.72 2.89
C 1.00 4.09 2.92
C -0.16 4.53 3.52
C -1.03 3.59 4.08
C -0.67 2.26 4.02
N 0.45 1.84 3.44
C 4.02 -1.19 2.61
C 5.29 -1.74 2.61
C 5.42 -3.12 2.54
C 4.28 -3.89 2.48
C 3.04 -3.27 2.50
N 2.92 -1.94 2.57
H 2.47 2.50 1.16
H 3.40 2.69 2.64
H 1.70 4.79 2.48
H -0.40 5.58 3.55
H -1.96 3.89 4.54
H -1.30 1.49 4.44
H 6.14 -1.07 2.66
H 6.40 -3.57 2.52
H 4.32 -4.97 2.39
H 2.13 -3.84 2.41
C -3.11 -2.36 4.73
C -1.64 -2.27 4.44
O -1.18 -1.46 3.64
N -0.85 -3.14 5.10
C 0.56 -3.22 4.78
C 1.37 -2.16 5.47
C 1.87 -2.37 6.75
C 2.61 -1.37 7.36
C 2.83 -0.19 6.67
C 2.29 -0.06 5.40
N 1.57 -1.01 4.81
H -3.65 -1.81 3.96
H -3.33 -1.90 5.70
H -3.45 -3.39 4.75
H -1.24 -3.75 5.79
H 0.65 -3.09 3.70
H 0.93 -4.21 5.04
H 1.69 -3.31 7.25
H 3.01 -1.51 8.35
H 3.42 0.61 7.09
H 2.44 0.84 4.83
C 0.93 -3.25 -5.64
C -0.19 -3.38 -4.62
N 0.03 -2.54 -3.44
C 0.41 -3.11 -2.26
C 0.82 -2.44 -1.17
C 0.97 -3.21 0.13
O 1.41 -4.35 0.08
O 0.54 -2.62 1.17
C 1.05 -1.02 -1.26
O 1.67 -0.35 -0.44
C 0.43 -0.39 -2.45
C 0.31 1.00 -2.48
C -0.31 1.60 -3.53
F -0.39 2.95 -3.58
C -0.86 0.86 -4.58
C -0.71 -0.51 -4.57
C -0.06 -1.16 -3.51
N -1.61 1.46 -5.64
C -0.97 1.53 -6.94
C -2.03 1.64 -8.02
N -2.89 2.84 -7.73
C -3.51 2.75 -6.36
C -2.38 2.65 -5.35
H 0.73 -3.86 -6.51
H 1.88 -3.58 -5.20
H 1.06 -2.21 -5.96
H -0.25 -4.40 -4.26
H -1.16 -3.14 -5.06
H 0.35 -4.20 -2.22
H 0.72 1.58 -1.66
H -1.14 -1.08 -5.39
H -0.38 0.64 -7.11
H -0.29 2.40 -7.01
H -2.69 0.77 -7.99
H -1.60 1.75 -9.01
H -3.61 2.95 -8.45
H -2.30 3.67 -7.76
H -4.13 1.86 -6.34
H -4.13 3.64 -6.20
H -2.80 2.59 -4.35
H -1.78 3.57 -5.40
C -0.74 0.26 1.29
C -1.55 0.96 0.72
C -2.50 1.81 0.07
C -3.71 1.32 -0.42
C -4.63 2.17 -1.01
C -4.34 3.53 -1.14
C -3.14 4.02 -0.66
C -2.22 3.17 -0.06
H -3.94 0.27 -0.31
H -5.57 1.78 -1.38
H -5.07 4.20 -1.58
H -2.91 5.08 -0.75
H -1.28 3.55 0.32
*
```

Atom charges from the Löwdin analysis, given in e for atoms 1 to 99: 1.0544 0.0254 -0.5164 -0.0521 -0.1494 -0.2593 -0.0193 -0.0630 -0.0560 -0.1165 0.0541 -0.1712 0.0142 -0.0371 -0.0266 -0.1094 0.0677 0.1336 0.1260 0.1187 0.1080 0.1041 0.1149 0.1206 0.1116 0.1132 0.0958 0.0177 -0.5003 -0.0116 0.0906 -0.1095 -0.2461 -0.0101 -0.0467 -0.0300 -0.1044 0.0875 0.0883 0.0902 0.0848 0.1466 0.0828 0.1370 0.1170 0.1127 0.1133 0.1003 -0.0617 -0.1914 -0.0429 0.0363 -0.0197 -0.6183 0.0349 -0.1203 -0.3154 0.0181 -0.0334 0.0906 -0.1922 0.0578 -0.1599 0.0579 -0.1288 -0.0961 -0.1397 -0.0867 0.0592 -0.0808 -0.1506 0.0789 0.0861 0.0639 0.1215 0.1112 0.1450 0.1418 0.1156 0.1373 0.1427 0.1407 0.1384 0.1840 0.1815 0.1418 0.1394 0.1448 0.1328 -0.0713 -0.0930 -0.2498 -0.0373 -0.0972 -0.1095 -0.0893 -0.0366 0.1158 0.0986

The following is a quantum chemistry calculation of a structure of composition C5H14N2S, from the Open Molecules 2025 dataset.

Output
ΔE to the lowest compared entry with this formula, charge and spin in kJ/mol: 944.7

Structure (ORCA input):
```
! RIJCOSX wB97M-V def2-TZVPD def2/J DEFGRID3
* xyz 0 1
C -1.58 1.19 0.77
N -2.30 0.65 -0.33
C 1.48 0.41 -0.81
C 1.68 -0.38 0.30
C 1.93 -0.09 1.75
S 0.23 -0.10 2.59
C 0.99 -0.32 -2.04
N -0.42 -0.57 -2.03
H -0.51 0.96 0.81
H -1.71 0.76 1.77
H -1.64 2.30 0.78
H -3.12 1.05 -0.59
H 1.91 1.42 -0.94
H 1.40 -1.48 0.02
H -1.27 -1.73 1.05
H 2.57 -0.78 2.36
H 2.48 0.93 1.87
H -2.03 -1.93 1.06
H 0.68 -1.38 -1.66
H 1.67 -0.09 -2.93
H -0.77 -1.13 -2.76
H -1.68 0.31 -1.05
*
```

And the Löwdin charges, in e, turn out to be: -0.3067 -0.0478 -0.0940 -0.1844 -0.5957 0.5324 -0.2244 0.1347 -0.0518 -0.0355 0.0800 0.0197 0.1221 0.1232 -0.0268 0.0516 0.0897 0.0408 0.1649 0.1495 0.0672 -0.0086

Number 1: gap between HOMO and LUMO 0.2895 hartree. Number 2: gap between HOMO and LUMO 0.3631 hartree. Number 3: gap between HOMO and LUMO 0.2723 hartree. Number 4: gap between HOMO and LUMO 0.3849 hartree. Number 5: gap between HOMO and LUMO 0.3368 hartree. Number 6: gap between HOMO and LUMO 0.2162 hartree. Number 7: gap between HOMO and LUMO 0.2432 hartree. Number 8: gap between HOMO and LUMO 0.1355 hartree.